Entry 1:
123
Properties=species:S:1:pos:R:3:forces:R:3 method="wB97M-V/def2-TZVPD" multiplicity=2 e_homo_ev="0.25 / -1.47" relative_energy_ev=1.777 molar_mass_g_mol=787.2 charge=-2 lumo_ev="3.998 / 3.994" orbital_gap_ev="3.75 / 5.47"
K 0.97285 -0.44199 -0.27443 -0.90 -0.45 0.08
S 4.72067 1.79508 0.13173 -0.06 -0.05 0.18
P -0.51860 2.78818 -1.28422 0.17 -0.26 -1.05
O 3.04079 -0.56595 0.77748 1.01 0.20 0.88
N -2.53894 0.59541 2.23659 -0.17 0.08 0.14
N -1.03766 3.59295 1.70313 -0.20 -0.39 -0.02
N -1.96419 0.45862 4.52457 -0.06 -0.01 -0.09
N -0.34637 0.19556 2.79685 -0.21 0.16 -0.16
N 3.84575 -0.17887 1.74178 0.16 -0.15 -0.21
C -1.02297 -3.13349 -1.21016 0.10 0.11 -0.01
C -0.42254 -4.01848 1.30457 -0.04 0.05 -0.01
C 4.65722 0.94818 1.59390 -0.18 -0.15 -0.06
C 1.62481 3.88181 0.08972 0.02 -0.10 0.04
C -0.18369 -2.90623 -2.33732 0.02 0.01 0.11
C 3.54112 -2.31363 -2.26179 -0.03 0.01 0.05
C -3.33030 -2.64054 -0.12617 0.07 0.03 0.00
C 2.83871 5.91685 -0.34086 -0.02 -0.03 0.03
C 4.67217 -0.62634 3.94692 0.00 0.01 0.02
C -3.09488 -4.40675 -1.87703 -0.02 -0.04 0.00
C 2.63102 4.78011 0.42444 -0.02 -0.05 0.04
C -2.91053 -1.99992 -2.44509 0.05 0.03 -0.04
C 0.89949 -4.44700 1.96467 0.07 0.01 -0.04
C 1.16865 -3.45106 -0.62567 -0.02 -0.14 -0.10
C 0.37673 1.99895 -3.04337 0.02 0.11 0.19
C 5.41936 0.55287 3.89792 0.04 0.13 -0.09
C -2.54994 -3.05336 -1.38112 0.04 -0.04 0.01
C 5.40397 1.30600 2.74912 -0.06 -0.16 0.05
C -4.25286 1.00057 3.92209 0.05 -0.10 0.00
C 3.91247 -0.95062 2.85334 -0.04 0.08 -0.10
C 1.05681 5.20380 -1.80129 0.04 0.06 -0.05
C -1.45141 3.00787 0.68760 -0.08 0.59 0.93
C 2.05921 6.11051 -1.47150 -0.09 -0.10 -0.09
C -2.09599 3.65540 -2.06621 0.02 -0.13 0.04
C -0.94317 0.36102 5.54889 -0.03 0.01 -0.03
C -1.54163 0.44515 3.18545 0.18 -0.09 0.28
C -3.11840 1.25996 4.89008 0.06 -0.02 -0.05
C 0.78359 4.08052 -1.01021 -0.12 0.20 0.03
C -1.82025 4.74234 -3.11013 0.04 -0.07 -0.14
C -3.76171 1.33524 2.53201 0.11 0.03 0.02
C 0.42406 2.67825 -4.40855 0.11 -0.04 -0.01
C 2.84296 -4.55316 -3.10793 0.01 -0.05 0.01
C -1.30676 -5.27651 1.28288 -0.01 -0.03 -0.03
C 0.14424 -0.58811 5.09311 -0.07 -0.02 -0.03
C -0.15734 -3.50334 -0.12107 0.08 0.03 -0.06
C 1.81349 1.76955 -2.56730 -0.14 -0.04 -0.11
C -1.02271 -2.96961 2.25937 0.00 -0.06 -0.03
C 2.06777 -2.49592 -4.25795 -0.05 0.00 -0.06
C -3.04297 4.33549 -1.06353 0.01 0.04 0.01
C -0.26122 0.61741 -3.20060 0.03 0.18 -0.07
C 2.38255 -3.10031 -2.89010 0.00 -0.02 0.03
C 0.68937 -0.06257 3.77829 0.00 0.05 -0.11
C 1.16188 -3.09366 -1.98557 -0.07 -0.09 0.13
C -2.90167 2.53676 -2.74598 0.02 0.00 0.04
H 5.98657 2.21182 2.66814 0.02 0.01 -0.02
H 0.90368 3.66241 -4.35623 -0.05 -0.06 -0.02
H -2.30901 -5.07168 0.90582 0.07 -0.01 0.02
H -2.13380 0.97138 1.38566 0.23 0.02 -0.26
H 1.26213 0.85545 3.96182 0.05 0.01 -0.05
H 3.29996 -1.83791 2.79976 -0.02 0.00 -0.07
H 1.53252 2.96223 0.65755 -0.06 0.06 0.10
H 1.83527 1.39473 -1.53702 0.24 0.28 -0.21
H -2.61257 -4.67338 -2.82220 -0.03 0.01 0.06
H 1.58327 -3.59669 2.06476 -0.06 -0.09 -0.02
H -2.53425 5.11105 -0.48606 -0.01 -0.06 0.00
H 0.93111 -0.66686 5.84794 -0.01 0.01 -0.01
H 2.06760 -3.69573 -0.07403 -0.08 0.07 0.01
H -1.08730 4.45021 -3.85715 -0.04 0.07 0.05
H -1.42348 0.00221 6.46252 -0.06 -0.01 0.07
H -1.40680 -5.69650 2.29300 -0.01 0.03 -0.04
H -2.40661 2.17499 -3.64714 -0.08 0.07 0.05
H -4.50790 1.06409 1.78410 0.00 -0.02 -0.05
H -2.48799 -1.02631 -2.18071 -0.05 -0.07 -0.03
H -2.87548 2.33340 4.89105 0.03 0.03 0.02
H 1.75744 -1.45342 -4.15948 0.02 -0.06 -0.01
H -0.52993 -2.65345 -3.33184 0.01 0.08 0.09
H 4.66824 -1.27484 4.81240 -0.01 0.00 -0.03
H -3.31962 -3.41018 0.64489 0.02 0.06 -0.03
H -2.76273 4.95713 -3.63320 0.04 0.00 0.01
H 3.28187 -1.25978 -2.11980 0.04 -0.07 -0.01
H -0.18144 4.16184 1.71512 0.08 0.03 -0.23
H 1.26262 -3.04746 -4.75659 0.07 0.06 0.05
H -1.29773 0.66560 -3.53829 0.11 -0.13 0.03
H -0.85474 -6.03403 0.63386 -0.04 0.04 0.05
H -2.87878 -5.20207 -1.15889 -0.03 0.04 -0.06
H -0.56796 2.79495 -4.85549 0.05 -0.03 0.00
H 1.40186 -5.22713 1.38599 -0.02 0.07 0.04
H -3.58715 2.41559 2.44684 0.04 -0.01 -0.01
H 3.74813 -4.59789 -3.73098 -0.07 0.01 0.04
H 3.80429 -2.71221 -1.27755 -0.03 0.06 -0.08
H 6.01241 0.86641 4.75079 -0.01 0.00 -0.05
H 3.05602 -5.02924 -2.14626 0.00 0.03 -0.08
H -4.53201 -0.05602 3.97466 -0.03 0.03 0.02
H -3.88868 2.92233 -3.03867 0.06 -0.01 0.03
H 4.43237 -2.35812 -2.90105 -0.04 0.01 0.03
H 3.27847 4.56442 1.26467 -0.01 -0.05 -0.01
H -4.18315 -4.36562 -2.03570 0.09 0.00 0.02
H 2.32308 1.02573 -3.20176 -0.05 0.08 0.08
H -1.49567 5.66826 -2.63597 -0.01 0.01 0.01
H -3.40180 0.98787 5.90890 0.00 -0.04 0.07
H -3.85232 4.81305 -1.64020 0.09 -0.04 0.04
H 0.52017 5.35700 -2.72381 -0.05 0.04 0.03
H -0.50773 1.34640 5.77483 0.01 0.04 -0.02
H 1.01925 2.06753 -5.11213 -0.05 0.06 0.06
H -0.25606 0.06765 -2.25622 -0.21 0.03 -0.32
H -4.37971 -2.46455 -0.39107 0.02 -0.01 0.00
H -3.05223 1.68902 -2.06917 0.01 0.06 -0.07
H -0.44801 -2.04208 2.22133 -0.04 -0.09 0.00
H -2.05504 -2.71751 2.02863 0.07 0.03 0.00
H -0.29141 -1.57936 4.93417 0.04 0.01 0.04
H 2.40450 2.68644 -2.57685 0.04 -0.03 0.02
H -3.48426 3.63131 -0.36340 0.01 0.00 0.01
H 3.62103 6.62115 -0.08155 0.01 -0.03 -0.01
H 2.95531 -2.53030 -4.90073 -0.03 0.01 0.02
H 1.39252 -0.77730 3.34853 -0.03 0.00 -0.03
H 0.69231 -4.83918 2.96608 0.00 0.01 -0.01
H -2.92824 -1.71584 0.29830 -0.05 -0.07 -0.01
H 0.29339 0.01499 -3.93236 -0.03 0.04 0.07
H 2.25237 6.95525 -2.12469 -0.04 0.01 0.01
H -5.12264 1.60917 4.17799 -0.01 0.01 0.00
H 2.05045 -5.12803 -3.59824 0.05 0.02 0.04
H -4.00065 -1.89947 -2.51523 0.05 -0.01 0.00
H -0.99947 -3.34448 3.29276 -0.02 0.00 -0.06
H -2.53890 -2.27150 -3.43650 -0.01 0.03 0.09

Entry 2:
56
Properties=species:S:1:pos:R:3:forces:R:3 method="wB97M-V/def2-TZVPD" e_homo_ev=-13.83 molar_mass_g_mol=436.2 charge=+2 lumo_ev=-12.165 orbital_gap_ev=1.66
In -12.65848 7.70998 -4.61654 -0.19 0.13 -0.22
F -15.69958 7.94917 -7.42936 -0.03 -0.18 -0.15
O -18.00237 8.95485 -10.20466 -0.14 0.51 0.37
O -20.76024 2.94919 -6.34731 0.04 -0.49 -0.82
O -16.21107 6.35375 -10.61615 -0.05 -0.09 -0.53
O -18.84969 9.09149 -4.68796 0.41 0.18 1.56
O -20.05081 11.39639 -2.87353 -0.59 -0.01 -1.54
O -12.26485 12.18381 -9.32828 0.59 -1.04 0.13
N -10.86193 9.78011 -8.41017 0.47 0.97 0.15
N -18.29766 2.45014 -5.48074 -0.55 -0.12 -1.53
C -22.06949 3.17817 -6.84097 -1.20 -0.29 0.46
C -20.74628 10.41255 -3.67374 2.14 -1.16 0.20
C -12.37706 10.90267 -10.02858 -0.50 1.60 1.44
C -16.57701 7.42517 -11.51112 -0.86 -1.09 0.93
C -11.17802 10.00096 -9.81182 0.50 -3.23 -0.27
C -11.52155 8.56745 -10.38463 0.05 0.65 -0.55
C -19.93865 9.94585 -4.96281 -0.89 -0.04 0.55
C -17.99458 7.93524 -11.13700 1.06 -0.42 -0.85
C -19.79488 3.65758 -7.06003 2.23 -0.57 0.49
C -18.33308 2.99038 -6.79344 -1.73 1.91 -0.17
C -11.32910 13.01602 -9.98132 -0.55 0.26 -1.18
C -17.92964 1.93277 -7.82968 -0.07 -0.52 -0.31
H -17.64373 1.68061 -5.46389 0.19 -0.14 0.76
H -11.85962 13.49306 -10.80538 -0.04 -0.15 -0.69
H -22.26161 2.88046 -7.87178 0.76 0.25 -0.33
H -13.20371 10.39522 -9.53135 -0.25 0.17 -0.23
H -18.69992 1.16157 -7.83537 -0.19 0.10 -0.34
H -19.26261 2.17582 -5.36356 -0.37 -0.55 1.34
H -16.20788 6.64277 -9.70069 0.03 0.37 0.40
H -19.92390 11.16305 -1.95101 -0.34 -0.49 -0.14
H -10.95718 13.91123 -9.48292 -0.05 -0.66 1.08
H -10.15259 9.06499 -8.33572 -0.13 -0.61 -0.20
H -10.32518 10.59147 -8.13873 -0.29 0.56 0.76
H -18.62151 7.11968 -10.77657 -0.02 -0.52 0.05
H -10.28113 10.37511 -10.30550 -0.01 0.28 -0.42
H -19.81815 4.68569 -6.69874 0.34 0.40 0.26
H -22.34762 4.21808 -6.66976 0.00 0.14 -0.18
H -18.34517 8.77207 -5.43965 -0.32 0.31 -0.52
H -20.63210 9.31899 -5.52341 -0.51 0.22 -0.37
H -12.25941 8.04587 -9.77503 -0.69 0.59 -0.20
H -10.77684 7.77339 -10.43909 1.05 0.70 0.34
H -19.95018 3.76970 -8.13307 -0.27 -0.56 -0.21
H -17.61815 3.80659 -6.89724 0.44 0.33 -0.05
H -17.27480 8.81016 -9.59530 0.30 0.26 0.41
H -20.86679 9.50315 -3.08505 0.00 -0.15 0.09
H -16.61401 6.95032 -12.49155 0.17 0.20 0.00
H -21.75716 10.65864 -3.99879 0.15 0.81 0.00
H -17.78104 2.41243 -8.79712 -0.16 -0.17 -0.02
H -15.78509 8.17225 -11.45771 -0.24 0.43 -0.22
H -10.54279 12.38638 -10.39767 0.35 0.39 -0.02
H -11.78295 8.67737 -11.43709 -0.67 -0.11 0.09
H -12.58256 11.14293 -11.07173 0.13 -0.45 -0.15
H -22.78621 2.55685 -6.30396 0.36 0.06 0.50
H -19.63829 10.77378 -5.60500 0.03 0.30 0.08
H -17.01501 1.40648 -7.55657 0.19 0.29 0.09
H -18.48125 8.25216 -12.05939 -0.08 0.41 -0.10

Entry 3:
68
Properties=species:S:1:pos:R:3:forces:R:3 method="wB97M-V/def2-TZVPD" multiplicity=3 e_homo_ev="-9.40 / -10.68" relative_energy_ev=0.000 molar_mass_g_mol=595.5 charge=+1 lumo_ev="-2.013 / -5.098" orbital_gap_ev="7.38 / 5.58"
Au 0.01416 -0.43288 1.52680 0.00 1.20 1.51
P 1.38055 1.10722 0.28377 -0.70 -1.29 0.58
P -1.32539 0.58621 -0.11865 1.15 -1.29 1.06
F -0.37153 2.07530 1.79285 0.00 0.16 -0.47
C -1.51560 -0.97126 -1.03855 -0.45 0.01 -0.86
C 1.20962 0.12205 -4.39406 0.81 0.37 0.21
C -0.92755 -1.79528 3.29971 0.38 0.16 0.04
C -2.89178 1.33605 0.28312 -0.43 0.54 -0.40
C 2.40404 -0.15536 -0.56236 0.46 0.26 -0.56
C 0.74247 -3.38164 2.04476 0.07 0.02 -0.57
C 0.01545 1.57388 -0.89209 -0.13 0.77 0.26
C 2.45141 2.40610 0.93130 0.08 0.53 -0.23
C 0.60232 -0.55530 4.48842 2.88 -0.11 -0.44
C -1.04882 -0.82134 -5.09139 0.62 -0.31 -0.29
C 0.35386 -0.32294 -5.53384 -0.36 -0.71 -0.61
C -2.17157 -2.54741 2.98697 -0.51 -0.09 -0.02
C -1.87317 -0.20060 5.11183 0.06 -0.02 -0.21
C 1.28579 1.35694 -3.88404 0.71 -0.35 -0.45
C -1.71726 1.42117 -4.12863 -0.82 -1.11 -0.08
C 2.81364 -1.50605 3.54658 0.51 0.12 0.00
C 1.34075 -1.35917 3.59519 -0.56 0.50 0.49
C -1.80087 0.07600 -4.16996 -0.70 1.29 -0.45
C -0.85707 2.28177 -4.98937 0.35 0.96 -0.19
C 1.18006 0.42884 5.45045 -0.08 0.04 -0.16
C 0.53315 2.55952 -4.35992 -0.51 0.30 -0.18
C -0.76943 -0.83023 4.33140 -2.25 -0.81 -0.97
C 0.40523 -2.15629 2.81707 -0.55 -0.40 1.75
H 3.32898 -0.29732 0.02456 -0.33 0.10 -0.29
H 0.93319 -4.26712 2.66463 -0.06 0.28 0.12
H -1.65340 -1.01467 -5.99417 0.11 0.01 0.28
H -2.35374 -3.36065 3.70648 0.08 0.21 -0.15
H -2.43921 1.97044 -3.51240 0.27 -0.29 0.03
H 2.07119 1.57362 -3.14485 -0.35 -0.19 -0.22
H 3.31130 -0.54182 3.70757 0.00 -0.23 -0.03
H -1.62871 -0.77057 -2.10812 -0.04 -0.36 0.29
H 3.31535 1.96084 1.44464 -0.29 -0.04 -0.25
H -2.74222 2.03804 1.11192 0.13 -0.15 -0.27
H -1.86955 -0.54122 6.15397 0.05 0.05 -0.08
H 1.14316 3.11707 -5.08934 -0.08 -0.11 0.25
H 1.86272 -1.11642 -0.55747 0.19 0.49 -0.16
H -3.60991 0.56093 0.58371 0.28 0.13 -0.18
H 1.25640 -0.00147 6.45599 -0.03 0.05 -0.07
H -0.63895 -1.61783 -0.86950 -0.34 0.40 -0.13
H 1.92413 -0.64070 -4.04654 -0.39 0.38 0.14
H 2.18116 0.73416 5.13872 -0.10 -0.05 0.09
H -3.04042 -1.87967 3.01963 0.09 -0.22 -0.07
H 1.63991 -3.19930 1.44500 -0.05 -0.16 0.06
H -2.12178 -2.99415 1.99173 -0.09 0.03 0.08
H -2.62491 -0.40225 -3.63584 0.23 0.18 -0.01
H 0.85390 -1.18996 -5.99464 -0.16 0.26 0.08
H 1.87703 3.00332 1.64921 0.01 -0.21 -0.27
H -1.36287 3.25878 -5.07224 0.21 -0.28 -0.01
H -0.89835 -1.80002 -4.61417 -0.18 0.13 -0.01
H -0.07193 -3.62757 1.35771 0.11 -0.07 0.07
H -0.20956 2.65270 -0.79222 0.12 -0.50 -0.09
H 0.19792 1.29737 -1.94055 -0.08 0.04 0.39
H 2.80800 3.04234 0.10786 0.00 -0.10 0.26
H -2.84300 -0.44788 4.67835 0.07 0.02 0.10
H 3.16300 -2.19547 4.33006 -0.03 0.16 -0.20
H -3.25817 1.86099 -0.61053 -0.18 -0.04 0.30
H 0.35920 3.24409 -3.51809 0.21 -0.08 -0.06
H 3.14475 -1.90553 2.58317 0.01 0.07 0.13
H -0.75975 1.93582 -6.02600 -0.14 -0.06 0.48
H 0.55421 1.32644 5.51560 0.09 -0.17 0.01
H -2.40165 -1.49660 -0.64648 0.27 0.19 -0.16
H 0.26606 0.41087 -6.34597 0.16 -0.17 0.47
H -1.77198 0.89123 5.11752 0.04 -0.15 0.03
H 2.64596 0.13380 -1.59629 0.17 -0.26 0.30

Entry 4:
15
Properties=species:S:1:pos:R:3:forces:R:3 method="wB97M-V/def2-TZVPD" e_homo_ev=-8.87 relative_energy_ev=1.000 molar_mass_g_mol=96.1 smiles=Cc1cnn(C)c1 charge=0 lumo_ev=0.986 orbital_gap_ev=9.85
N -0.89531 1.41402 0.53982 0.23 -0.16 -0.03
N -1.21666 0.11326 0.37677 0.00 -0.14 0.07
C 2.35529 -0.30784 -0.10338 0.13 -0.04 0.04
C 0.43252 1.43676 0.58997 0.04 0.01 -0.29
C -0.10528 -0.65826 0.30046 0.03 -0.06 -0.14
C 1.00112 0.14605 0.37660 -0.24 0.06 -0.20
C -2.39128 -0.28131 -0.38702 -0.14 -0.01 0.02
H -2.50137 -1.36745 -0.30670 0.01 0.23 0.00
H 0.94231 2.38751 0.73452 -0.13 -0.30 -0.04
H 3.01949 0.51747 -0.37632 -0.23 -0.01 0.10
H 2.90080 -0.94150 0.59632 -0.06 0.04 0.15
H -2.21871 -0.01581 -1.43505 -0.16 -0.08 0.07
H -0.19335 -1.72683 0.15660 0.06 0.13 -0.17
H -3.31330 0.19033 -0.05265 0.21 0.13 0.22
H 2.18375 -0.90641 -1.00994 0.25 0.19 0.22